(1)
# C12H14BF3N6O2Zr

A molecular structure, C12H14BF3N6O2Zr in a non-equilibrium geometry (wB97M-V/def2-TZVPD, the Open Molecules 2025 dataset).

## Properties
E_LUMO = -8.927 eV
Highest occupied orbital energy = -16.5 eV
Energy relative to the best compared isomer or geometry (same formula, charge and spin) = 253.9 kJ/mol

Structure (ORCA input):
```
! wB97M-V def2-TZVPD RIJCOSX def2/J DEFGRID3
* xyz 2 1
H 2.26875 0.02028 -2.71318
H -3.03861 -1.43504 3.62068
N -1.11212 0.32778 -1.41730
C -2.66192 -1.37365 2.62482
C 0.88336 -3.24939 -1.76510
C 1.21598 1.65254 2.14805
H -3.52904 -2.32499 -1.47135
H 0.50374 -5.15010 -2.76303
Zr 0.66934 -0.41427 -0.48267
H 2.37445 1.43311 -1.63310
O 1.25516 1.00189 1.01112
N -1.22322 -2.65556 -1.60136
C -3.09678 0.43349 -2.38337
N 0.10411 -2.24051 -1.27697
C -1.41846 -0.85078 2.34124
C 1.66329 0.69010 -2.07706
H -4.09837 0.10876 -2.63446
C -1.19831 1.55957 -2.01226
H 0.98502 1.22683 -2.73184
N -2.27958 -0.36663 -1.70595
H -4.17066 -2.32091 1.24903
B -2.48201 -1.82151 -1.15509
C -1.19528 -3.84559 -2.21737
F 1.78602 3.87818 3.20941
O 0.78379 1.23293 3.21395
F 3.06959 3.08916 1.60430
N -1.20245 -1.02982 0.99014
H -0.32876 2.20757 -2.00325
C -3.22608 -1.79802 1.41146
H -2.74725 2.49182 -3.22989
H 1.94941 -3.16661 -1.66521
C 0.13473 -4.25272 -2.33338
C -2.43001 1.63858 -2.64515
H -0.24948 -1.55356 0.94767
H -2.09570 -4.34631 -2.55971
H -0.57127 -0.48207 2.89412
C 1.78876 3.12919 2.07709
F 1.00355 3.76753 1.14991
N -2.36945 -1.58826 0.42305
*
```

=====

(2)
# C12H14BINO6PPt

A molecular structure, C12H14BINO6PPt in a non-equilibrium geometry (wB97M-V/def2-TZVPD, the Open Molecules 2025 dataset).

## Properties
E_LUMO = -11.873 eV
Highest occupied orbital energy = -15.1 eV

Structure (ORCA input):
```
! wB97M-V def2-TZVPD RIJCOSX def2/J DEFGRID3
* xyz 2 1
H 5.84720 -0.01206 -1.02604
H -3.79028 -3.81417 0.63203
H -1.86415 4.46278 1.73548
C -3.56748 -0.67808 -0.65269
C -0.14221 1.61441 0.80001
H 4.93467 -1.10437 0.25579
P 0.12982 3.28839 1.72733
O 0.50593 4.58179 0.58531
C 0.74000 -0.81469 -0.39092
H 4.02970 1.82940 -0.88456
O -3.61537 -1.35083 1.93243
I 3.23951 -0.06315 2.59650
O -1.81911 -3.51977 -1.73462
C 5.13208 0.00485 -0.07419
O 2.91967 -2.41431 -0.76136
B -3.92540 -1.80698 0.53131
O -1.46536 3.74664 2.34153
C -2.01206 -0.17851 -0.29438
H 0.97437 -3.68967 -2.26511
H 2.67137 2.12406 0.99369
H 3.21505 0.23294 -1.46702
H -4.45111 -1.03363 2.38520
C 1.10705 0.58321 0.38202
C 1.65997 -2.03344 -0.98644
Pt -4.96614 0.87170 -2.04722
C 2.66365 0.95791 0.73759
C -1.73421 1.25455 0.45256
H -4.32363 0.23546 -0.55330
C 3.70269 0.74391 -0.51237
H 5.66481 0.64348 0.77570
H 0.13272 4.26049 -0.29218
H -2.62554 1.99340 0.73069
C -0.81456 -1.21012 -0.72840
C -0.81432 -2.65620 -1.50028
O -4.46614 -3.16085 0.23425
N 0.66584 -2.74553 -1.92766
H -3.53904 -1.14301 -1.73066
*
```

=====

(3)
# C12H14BeClIN2O4

A molecular structure, C12H14BeClIN2O4 in a non-equilibrium geometry (wB97M-V/def2-TZVPD, the Open Molecules 2025 dataset).

## Properties
E_LUMO = -1.589 eV
Highest occupied orbital energy = -7.9 eV

Structure (ORCA input):
```
! wB97M-V def2-TZVPD RIJCOSX def2/J DEFGRID3
* xyz 0 1
H -0.13835 -4.84642 -2.52259
H -2.08616 -3.27294 -2.62426
Be -0.54154 -0.09444 0.58375
H 4.90467 2.87037 2.01096
H 4.16449 2.52308 0.44686
H 2.99749 4.84980 0.63859
C -4.43107 0.02770 -1.73731
C -2.33139 -0.95687 -1.10098
C 0.87753 -2.34886 -0.40192
O 1.37684 -2.30061 2.56602
N -2.09039 0.03337 -0.19027
C 0.93028 -3.53962 -1.13869
O -0.37333 -0.68823 2.02648
C -3.49507 -0.99520 -1.88180
I -0.33300 2.51956 0.95683
H -2.60187 1.87926 0.47466
C 3.28697 4.22623 1.48743
H 3.54843 4.89968 2.30836
O 1.28385 -0.21532 3.72820
C -1.22203 -1.88569 -1.21616
H 5.25354 3.90093 0.62835
C 4.46529 3.32630 1.12127
C -1.21705 -3.04264 -2.00797
H -5.36524 -0.01201 -2.29417
N -0.18091 -1.51337 -0.42499
C -0.13363 -3.91163 -1.95743
H 1.68250 -2.01433 0.22094
C -4.14755 1.08534 -0.86319
Cl 1.14432 -0.88202 2.48299
O 1.95346 -0.28248 1.43536
C -2.97612 1.03755 -0.12492
H 2.40568 3.64637 1.77733
H -4.79414 1.95657 -0.76882
H 1.82537 -4.15119 -1.06308
H -3.64191 -1.82820 -2.57582
*
```

=====

(4)
# C12H14ClFN2O3S

C12H14ClFN2O3S in the gas phase in a non-equilibrium geometry (wB97M-V/def2-TZVPD, the Open Molecules 2025 dataset).

## Properties
E_LUMO = 0.513 eV
Highest occupied orbital energy = -8.7 eV
Energy relative to the best compared isomer or geometry (same formula, charge and spin) = 0.0 kJ/mol

Structure (ORCA input):
```
! wB97M-V def2-TZVPD RIJCOSX def2/J DEFGRID3
* xyz 0 1
H -1.32613 -3.14544 -2.93526
O 1.57900 0.79103 0.93011
H -1.01400 -3.02785 -0.47530
H 2.68004 2.51320 2.05371
H 2.33016 2.76265 3.77383
C 1.84717 -2.18815 0.67802
C 0.67415 1.08933 1.68440
N -0.60918 -0.87618 0.93222
H -0.26694 4.26582 1.74436
C -1.13543 -1.04360 -3.20136
C -0.92486 0.18698 -2.59523
H -0.02021 2.25165 3.21090
H -1.45356 0.99566 1.24657
F -1.31995 -1.12263 -4.53233
S 0.34618 -2.07201 1.67065
H -0.53582 1.21697 -0.78439
C -1.15633 -2.20134 -2.44279
C -0.73281 0.25452 -1.22463
H -0.94207 0.09667 2.69526
H 0.48260 5.92909 1.84489
O 0.65332 -1.57036 2.97618
C 1.93330 2.89220 2.75958
C -0.76112 -0.90415 -0.44891
C -0.67224 0.35942 1.67040
O -0.34892 -3.32128 1.59460
C -0.97646 -2.13469 -1.07635
H 2.53447 4.98169 2.74758
C 0.58357 4.87116 2.01111
Cl -0.88990 1.63126 -3.53634
N 0.75425 2.07465 2.59140
H 1.59273 -2.62555 -0.27746
H 2.53124 -2.82266 1.22643
C 1.69233 4.35006 2.50069
H 2.24125 -1.18539 0.56917
*
```

=====

(5)
# C12H14ClNO9P2RuS

A molecular structure, C12H14ClNO9P2RuS in a non-equilibrium geometry (wB97M-V/def2-TZVPD, the Open Molecules 2025 dataset).

## Properties
E_LUMO (spin up / spin down) = -3.786 / -4.310 eV
Highest occupied orbital energy (spin up / spin down) = -11.4 / -11.4 eV
Energy relative to the best compared isomer or geometry (same formula, charge and spin) = 0.0 kJ/mol

Structure (ORCA input):
```
! wB97M-V def2-TZVPD RIJCOSX def2/J DEFGRID3
* xyz 1 2
O 2.75470 0.59597 1.50785
C 0.05736 2.48312 0.67726
H 3.40443 -2.52563 -1.51013
H 0.63463 -4.27524 1.62125
C -3.82616 -1.70490 1.35722
H 4.88315 -2.39170 -0.51441
C -0.84178 4.30056 -0.71636
H 1.05750 5.53823 1.76796
C 3.08474 -1.89839 0.54163
Cl -0.32251 6.90989 -0.29604
O 1.42131 -3.91450 1.19124
H -2.18216 2.44468 -1.91500
C -2.35526 -2.28291 -0.46566
H -1.44794 4.61672 -1.55584
H -1.84759 -2.68996 -1.32663
C 0.56240 4.79649 1.15505
H 3.37504 -1.46156 2.43450
C -1.46500 2.01421 -1.20855
H -4.63043 -1.63561 2.06974
C -0.71325 2.92030 -0.42803
C 0.68049 3.46624 1.46737
O 1.86679 0.15450 -0.86303
H 1.25582 3.15712 2.33022
H 1.79939 0.86718 1.59816
C 3.83464 -2.68983 -0.52190
H 4.69171 0.16034 -1.19058
O 4.37105 0.43322 -0.32095
O 0.67667 -2.30659 -0.72230
O -1.43981 0.76582 -1.15218
H 3.78813 -3.75337 -0.29148
P 1.33514 -2.44268 0.66426
Ru -0.06474 -0.41283 -0.16380
C -0.19916 5.22301 0.05373
O 0.58684 -1.45376 1.55158
H -2.35879 -0.23537 2.02145
C -2.67441 -0.99611 1.32510
S -3.87365 -2.80993 0.05459
O 3.75743 -2.05412 1.77226
O 0.17920 1.22205 1.02586
P 2.97038 -0.10472 0.12810
N -1.84730 -1.33466 0.28170
*
```

=====

(6)
# C12H14CsFN3O8S

A molecular structure, C12H14CsFN3O8S in a non-equilibrium geometry (wB97M-V/def2-TZVPD, the Open Molecules 2025 dataset).

## Properties
E_LUMO = -4.524 eV
Highest occupied orbital energy = -9.6 eV

Structure (ORCA input):
```
! wB97M-V def2-TZVPD RIJCOSX def2/J DEFGRID3
* xyz 1 1
S -5.40915 1.51199 -1.34279
C -1.81325 3.42931 -1.89053
H 6.92380 -4.95849 4.26070
O 1.84416 -1.54800 -1.19997
H 0.24750 0.47595 -0.59324
O -3.42269 5.50932 -2.27065
O 1.91514 -0.03010 0.31987
C 2.88394 -3.43201 0.46540
H 0.46170 5.17075 -1.06334
H 3.57369 -5.36144 1.06728
H -3.20077 0.00435 -0.87642
O 0.54745 4.42875 -1.67135
H 0.11540 2.52500 -1.75422
C -3.69222 1.97477 -1.44577
C 2.90157 -1.72083 2.18779
C -2.82424 0.97161 -1.17302
O -5.39581 0.12362 -1.02300
N 2.10395 -1.16978 -0.05482
C -3.17437 3.25227 -1.78759
C 3.63600 -3.95350 2.68718
C 3.38262 -4.34350 1.37573
N -0.61334 0.12075 -1.03237
H 3.59954 -2.34551 4.10734
C 3.39784 -2.64356 3.08850
F -5.98276 2.29948 -0.15735
O -6.04102 1.84529 -2.56044
H -5.61014 4.73258 -1.09076
H -1.07811 -0.42520 -0.30276
C 2.64504 -2.12999 0.88584
O -5.35104 4.46074 -1.98238
H 5.93223 -5.77449 5.07274
H 2.68709 -3.73638 -0.55162
H 2.71810 -0.70316 2.49980
C -3.99420 4.49620 -2.04365
H -1.38695 4.38575 -2.15390
H 4.02217 -4.66838 3.39696
O 5.98385 -5.03921 4.45278
N -1.50124 1.19681 -1.29066
Cs -0.07407 -1.28839 -2.89980
C -0.95741 2.35663 -1.65552
*
```